{
  "formula": "C11H23BMnN5O2S",
  "method": "wB97M-V/def2-TZVPD",
  "species": ["Mn", "S", "O", "O", "N", "N", "N", "N", "N", "C", "C", "C", "C", "C", "C", "C", "C", "C", "C", "C", "B", "H", "H", "H", "H", "H", "H", "H", "H", "H", "H", "H", "H", "H", "H", "H", "H", "H", "H", "H", "H", "H", "H", "H"],
  "positions_angstrom": [[2.3478, -0.1440, 0.9317], [3.2840, 0.2694, 2.9467], [-1.4247, -0.8633, -0.5821], [1.1087, -1.0515, -0.5369], [5.1710, -1.1961, 4.0732], [4.4467, -1.9563, 2.0406], [0.7304, 3.6601, 1.1248], [3.6477, -1.8023, 0.8873], [1.3922, 1.5977, 0.7658], [-3.1944, 0.4096, -1.6030], [0.6471, 3.4511, -0.2306], [-3.2927, -1.9637, -1.6124], [-1.4767, -0.8516, -3.0242], [1.1849, 2.5410, 1.6837], [0.4462, 4.9203, 1.8212], [4.3838, -1.0531, 3.0319], [1.0545, 2.1764, -0.4514], [-3.9868, -2.4355, -2.8008], [-3.6473, -2.4865, -0.3095], [-2.3033, -0.8562, -1.7477], [-0.1298, -0.9251, -0.5104], [-2.5195, 1.2655, -1.6271], [4.2598, -1.7076, 0.0745], [-0.8074, 0.0096, -3.0068], [-3.5125, -3.5795, -0.3255], [5.1190, -2.7120, 2.0449], [-4.7240, -3.2064, -2.5954], [0.0802, 4.7056, 2.8212], [1.1853, 1.6623, -1.3887], [-3.7373, 0.4073, -0.6590], [1.3490, 5.5237, 1.8779], [5.8356, -1.9511, 4.1705], [-3.1338, -2.0455, 0.5354], [-0.3178, 5.4613, 1.2708], [-4.7423, -2.3894, -0.2238], [3.1243, -2.6680, 0.7541], [5.1294, -0.5219, 4.8240], [-3.2738, -2.7774, -3.5605], [1.3454, 2.4363, 2.7449], [0.3338, 4.2270, -0.9082], [-0.8939, -1.7688, -3.1251], [-4.4851, -1.5688, -3.2626], [-3.8963, 0.5033, -2.4288], [-2.1079, -0.7457, -3.9046]],
  "gap_ha": [0.2557, 0.2442],
  "max_force_ev_per_a": 1.09,
  "charge": 3,
  "de_lowest_kj_mol": 0.0,
  "multiplicity": 4,
  "e_tot_ha": -2430.3754
}


{
  "formula": "C11H23BN2O4",
  "method": "wB97M-V/def2-TZVPD",
  "species": ["O", "O", "O", "O", "N", "N", "C", "C", "C", "C", "C", "C", "C", "C", "C", "C", "C", "B", "H", "H", "H", "H", "H", "H", "H", "H", "H", "H", "H", "H", "H", "H", "H", "H", "H", "H", "H", "H", "H", "H", "H"],
  "positions_angstrom": [[0.3615, 1.9963, -2.3845], [2.6483, -0.0936, 1.6528], [-0.3807, 0.0333, -3.2739], [4.5232, -1.5879, 2.0561], [-2.6915, 2.1681, 1.5039], [0.2754, 1.1576, 0.0870], [-2.0232, 0.4275, -0.6327], [-0.1651, 0.7488, -2.3271], [-2.2972, 2.7958, 0.2768], [-0.4716, 0.2759, -0.8742], [-2.5044, 1.8610, -0.9178], [-2.5380, -0.0836, 0.6877], [-2.1553, 0.8352, 1.8199], [2.4653, -2.6197, 1.0126], [1.5145, -1.3363, -1.0180], [0.0280, -1.1719, -0.7196], [2.2788, -2.6025, -0.5001], [3.2089, -1.3731, 1.6691], [-2.4755, 0.5308, 2.8483], [-3.6467, -0.1604, 0.6536], [0.6374, 2.1331, -3.3184], [3.1110, -3.4345, 1.3618], [-0.6032, -1.8615, -1.3177], [3.2408, -2.7240, -1.0089], [-2.4343, -0.1830, -1.4543], [1.7176, -1.2276, -2.1003], [-3.5728, 1.8444, -1.1398], [-1.2625, 3.1295, 0.3654], [1.7529, -3.5150, -0.7770], [-2.0311, 2.3280, -1.7905], [2.0235, -0.4815, -0.5718], [1.5271, -2.7063, 1.5251], [1.0779, 0.7114, 0.5269], [-0.1484, -1.5009, 0.2968], [-2.8522, 3.7495, 0.1710], [4.9075, -2.4477, 1.8091], [-3.7176, 2.0998, 1.5420], [-2.2101, -1.1190, 0.8825], [0.6960, 1.9142, -0.4767], [3.2587, 0.5509, 2.0716], [-1.0729, 0.9388, 1.7830]],
  "gap_ha": 0.3028,
  "max_force_ev_per_a": 2.29,
  "smiles": "N[C@](CCCCB(O)O)(C(=O)O)C1CCNCC1",
  "de_lowest_kj_mol": 0.0,
  "multiplicity": 1,
  "e_tot_ha": -868.3754
}


{
  "formula": "C11H23BrGaNO2P2",
  "method": "wB97M-V/def2-TZVPD",
  "species": ["Br", "Ga", "P", "P", "O", "O", "N", "C", "C", "C", "C", "C", "C", "C", "C", "C", "C", "C", "H", "H", "H", "H", "H", "H", "H", "H", "H", "H", "H", "H", "H", "H", "H", "H", "H", "H", "H", "H", "H", "H", "H"],
  "positions_angstrom": [[-1.5918, -2.0737, 2.0759], [-0.4386, -0.9854, 0.3799], [-2.2889, 0.7453, -0.8203], [2.0272, -1.0024, 0.2729], [0.3740, 5.1945, -0.4610], [3.7364, 3.0540, -3.7795], [-0.3839, -1.5668, -1.5144], [-1.5796, -2.2551, -3.4572], [2.3269, -2.4306, 1.3751], [-2.7343, -0.8024, -1.7069], [-0.3824, -2.6409, -4.0650], [-2.3084, 1.9717, -2.1939], [2.0502, -1.5707, -1.3902], [-1.5277, -1.5645, -2.2570], [3.2236, 0.3131, 0.6639], [-3.7948, 1.1989, 0.1233], [0.8045, -2.3398, -3.4283], [0.8591, -1.7872, -2.1218], [-2.2695, 2.9967, -1.7823], [-2.5355, -2.4495, -3.9372], [2.8976, 3.1550, -4.2705], [4.2573, -0.0621, 0.6398], [-1.4198, 1.8022, -2.8234], [1.7591, -2.5322, -3.9072], [-0.3910, -3.2021, -4.9903], [3.1383, 1.1166, -0.0777], [2.9967, -1.6872, -1.9435], [-3.6165, 2.1772, 0.5982], [4.0418, 2.1809, -4.0414], [0.2843, 4.3216, -0.1314], [3.3306, -2.8457, 1.2328], [0.0307, 0.3794, 0.8457], [2.9928, 0.6963, 1.6698], [-0.0575, 5.1710, -1.3029], [-3.2183, 1.8712, -2.8106], [-3.9614, 0.4534, 0.9133], [2.2019, -2.0966, 2.4165], [1.5997, -3.2237, 1.1669], [-4.6895, 1.2734, -0.5116], [-3.3710, -0.5278, -2.5487], [-3.2847, -1.4468, -1.0124]],
  "gap_ha": [0.2149, 0.2289],
  "max_force_ev_per_a": 1.71,
  "charge": 2,
  "multiplicity": 1,
  "e_tot_ha": -5819.0568
}